Record 1
C38H31Cl2FN5O8S6SbZr | wB97M-V/def2-TZVPD

The geometry in XYZ format:
```
93
Properties=species:S:1:pos:R:3:mulliken_charge:R:1
Zr 1.00 1.27 0.01 0.1061
C -3.31 -4.56 2.94 -1.5256
C -3.12 -3.40 3.91 0.3332
C -4.47 -3.02 4.51 -1.0210
C -4.37 -1.75 5.34 -1.1735
C -3.87 -0.63 4.48 0.9967
C -4.27 0.67 4.65 -0.9243
C -3.74 1.69 3.86 -0.0911
F -4.17 2.94 4.09 -0.3900
C -2.80 1.45 2.90 -0.2602
C -2.41 0.12 2.69 0.8514
C -1.37 -0.15 1.71 1.3656
O -0.97 0.79 1.00 0.6812
C -0.86 -1.48 1.65 0.2465
C -1.47 -2.44 2.39 -0.5917
N -2.51 -2.23 3.23 0.5572
C -2.94 -0.93 3.46 -1.1140
C 0.29 -1.85 0.76 -0.6864
O 0.54 -3.04 0.57 -0.8356
O 0.93 -0.85 0.28 0.0989
H -3.90 -5.34 3.43 0.4390
H -2.37 -5.02 2.63 0.4904
H -3.84 -4.22 2.05 0.2618
H -2.45 -3.70 4.72 0.1622
H -4.82 -3.86 5.11 0.4122
H -5.19 -2.87 3.70 0.3311
H -3.68 -1.92 6.17 0.3276
H -5.34 -1.49 5.77 0.4292
H -4.98 0.93 5.43 0.4601
H -2.34 2.23 2.29 0.4989
H -1.09 -3.45 2.30 0.5527
N 8.51 1.97 0.72 -0.6455
C 7.25 1.98 0.10 1.1359
C 7.11 1.51 -1.21 -0.8328
C 5.87 1.52 -1.83 -0.3762
C 4.76 1.99 -1.14 -0.4253
C 4.90 2.50 0.14 -0.3273
C 6.14 2.50 0.76 -0.8223
S 3.18 2.06 -1.92 1.5559
O 3.36 2.58 -3.24 -0.7303
O 2.35 2.83 -0.97 -0.6679
N 2.33 0.69 -1.87 0.3499
C 2.75 -0.49 -2.39 -0.0738
N 4.02 -0.64 -2.81 -0.3526
C 4.37 -1.85 -3.23 -0.1394
C 3.50 -2.92 -3.25 -1.1286
C 2.20 -2.64 -2.87 0.0254
N 1.80 -1.45 -2.47 -0.1098
H 9.10 1.23 0.40 0.2171
H 8.45 1.98 1.72 0.2332
H 7.97 1.14 -1.74 0.2776
H 5.75 1.16 -2.84 0.5026
H 4.03 2.89 0.66 0.5159
H 6.24 2.88 1.76 0.2828
H 5.40 -1.95 -3.55 0.4032
H 3.81 -3.91 -3.57 0.3944
H 1.43 -3.41 -2.90 0.3522
S 2.19 7.11 -3.71 -0.7257
Sb 0.74 5.37 -3.58 0.4574
S -0.50 3.55 0.51 -0.4080
S 0.94 2.90 1.81 -0.3843
S -0.06 4.91 -5.69 -0.7219
O -0.39 1.60 -1.77 0.2205
S -1.89 1.67 -1.71 -0.2225
C -2.34 1.76 -3.44 0.8667
C -3.69 1.91 -3.76 -0.5180
C -4.05 1.99 -5.09 -0.6459
C -3.07 1.95 -6.08 -0.4958
C -1.74 1.84 -5.74 -0.7812
C -1.36 1.74 -4.40 -0.6162
C -2.41 -0.03 -1.44 0.5299
C -3.64 -0.25 -0.83 -0.3750
C -4.04 -1.56 -0.57 -0.6746
C -3.19 -2.61 -0.90 -0.6796
C -1.95 -2.37 -1.48 -0.4849
C -1.56 -1.07 -1.75 -0.4323
H -4.43 1.97 -2.98 0.3728
H -5.09 2.11 -5.36 0.3817
H -3.36 2.04 -7.12 0.3517
H -0.97 1.89 -6.50 0.4824
H -0.32 1.71 -4.12 0.5721
H -4.27 0.59 -0.55 0.4481
H -5.00 -1.75 -0.10 0.4025
H -3.49 -3.63 -0.67 0.4311
H -1.27 -3.18 -1.68 0.3218
H -0.57 -0.87 -2.17 0.4456
Cl 1.96 -1.36 4.23 -0.2340
C 2.18 0.16 3.34 1.7248
Cl 2.92 1.40 4.39 -0.2121
C 3.07 -0.01 2.08 -0.2744
O 3.93 -0.86 2.08 -0.7089
O 2.79 0.84 1.16 -0.1407
H 1.20 0.54 3.09 -0.8762
```

The calculation puts the highest occupied orbital energy at -1.54 eV. As for the net charge: -2. As for the frontier orbital gap: 0.16785 Ha. The calculation puts the total energy at -6039.4464 hartree.

=====

Record 2
C38H31N7O5Ti | wB97M-V/def2-TZVPD

The geometry in XYZ format:
```
82
Properties=species:S:1:pos:R:3:mulliken_spin:R:1
Ti 1.10 0.73 0.07 0.8999
O -4.32 4.67 0.63 0.0005
C -3.99 3.54 0.97 -0.0001
O -4.62 2.47 1.14 0.0009
C -2.48 3.31 1.14 0.0034
C -1.59 3.80 0.19 0.0015
C -0.31 3.29 0.17 0.0117
N 0.12 2.39 1.06 0.0185
C -0.70 2.02 2.06 0.0090
C -2.00 2.46 2.14 -0.0032
C -0.11 0.96 2.92 -0.0030
C -0.52 0.74 4.23 -0.0004
C 0.07 -0.29 4.94 0.0005
C 1.03 -1.07 4.33 0.0006
C 1.38 -0.79 3.02 0.0039
N 0.83 0.21 2.32 -0.0143
C 0.71 3.60 -0.87 0.0151
C 0.73 4.76 -1.62 -0.0005
C 1.75 4.94 -2.54 0.0011
C 2.72 3.96 -2.68 0.0016
C 2.62 2.82 -1.90 0.0142
N 1.65 2.64 -1.01 0.0035
H -1.96 4.50 -0.55 0.0002
H -2.69 2.07 2.88 -0.0001
H -1.27 1.38 4.67 -0.0003
H -0.22 -0.48 5.97 0.0000
H 1.51 -1.89 4.85 -0.0002
H 2.12 -1.39 2.50 -0.0003
H -0.04 5.51 -1.48 -0.0001
H 1.79 5.85 -3.13 0.0000
H 3.53 4.07 -3.38 0.0000
H 3.34 2.01 -2.00 0.0003
C 3.40 2.24 1.71 0.0077
O 3.10 1.09 0.90 0.0051
C 3.94 -0.01 1.00 -0.0096
C 5.13 0.00 1.70 0.0023
C 5.89 -1.17 1.72 -0.0060
C 5.47 -2.31 1.06 0.0025
C 4.27 -2.30 0.36 -0.0046
C 3.49 -1.15 0.34 0.0093
N 2.23 -1.02 -0.31 -0.0532
N 1.90 -2.01 -1.03 0.0208
C 0.82 -1.94 -1.84 -0.0029
C 0.26 -0.71 -2.28 0.0402
O 0.63 0.44 -1.79 0.0060
C -0.69 -0.72 -3.34 -0.0085
C -1.10 -1.89 -3.89 0.0084
C -0.59 -3.15 -3.46 -0.0017
C -1.05 -4.35 -4.04 0.0029
C -0.54 -5.56 -3.62 -0.0013
C 0.43 -5.59 -2.62 0.0011
C 0.88 -4.43 -2.03 0.0007
C 0.38 -3.18 -2.44 -0.0034
H 3.45 1.95 2.76 0.0004
H 4.35 2.67 1.39 0.0008
H 2.60 2.94 1.54 -0.0026
H 5.48 0.88 2.21 0.0002
H 6.83 -1.17 2.26 -0.0003
H 6.07 -3.20 1.08 -0.0001
H 3.92 -3.18 -0.16 0.0000
H -1.06 0.24 -3.68 -0.0001
H -1.84 -1.88 -4.68 0.0003
H -1.80 -4.30 -4.81 0.0001
H -0.89 -6.48 -4.07 0.0000
H 0.83 -6.54 -2.29 0.0000
H 1.63 -4.47 -1.25 0.0011
N -0.85 -0.27 0.27 -0.0153
C -2.01 -0.36 0.23 0.0288
N -3.29 -0.49 0.21 0.0069
C -4.10 -0.08 -0.96 -0.0010
C -5.23 -1.08 -1.10 0.0005
O -5.99 -1.16 0.09 0.0001
C -5.21 -1.59 1.19 0.0005
C -4.07 -0.62 1.47 0.0003
H -3.46 -0.09 -1.84 0.0003
H -4.48 0.92 -0.76 -0.0002
H -4.83 -2.07 -1.35 0.0000
H -5.92 -0.76 -1.88 -0.0001
H -4.81 -2.59 0.99 -0.0001
H -5.87 -1.64 2.05 -0.0001
H -3.42 -1.01 2.25 0.0003
H -4.45 0.37 1.72 -0.0005
```

The calculation puts the highest occupied orbital energy (alpha / beta) at -10.42 / -10.44 eV. As for the net charge: +1. As for the frontier orbital gap (alpha / beta): 0.24109 / 0.24182 Ha. Its spin multiplicity is 2. The calculation puts the total energy at -3075.5503 hartree.

=====

Record 3
C38H32CuN7OSb | wB97M-V/def2-TZVPD

The geometry in XYZ format:
```
80
Properties=species:S:1:pos:R:3:mulliken_charge:R:1
Cu -1.13 -2.43 0.07 -0.3256
N 2.49 -1.62 -2.39 0.1428
C 1.68 -1.88 -1.35 -0.4361
N 0.41 -2.10 -1.45 -0.3622
C -0.20 -2.03 -2.71 0.2096
N -1.44 -2.35 -2.86 -0.6520
N -2.06 -2.69 -1.71 0.3065
C -3.02 -3.53 -1.74 -0.4309
C -3.53 -3.98 -0.44 0.8095
C -4.83 -4.47 -0.27 -0.8170
C -5.20 -4.94 0.97 -0.1934
C -4.28 -4.93 2.00 -0.7221
C -3.02 -4.39 1.76 -0.1921
N -2.66 -3.92 0.58 -0.3301
C 0.60 -1.64 -3.86 1.1486
C 0.05 -1.46 -5.13 -0.3538
C 0.86 -1.12 -6.19 -0.7902
C 2.23 -0.95 -6.00 -0.5095
C 2.80 -1.12 -4.75 -0.9137
C 1.98 -1.46 -3.68 0.3049
H 3.48 -1.50 -2.25 0.2913
H 2.14 -1.89 -0.37 0.4315
H -3.39 -3.97 -2.66 0.4728
H -5.51 -4.46 -1.11 0.4147
H -6.21 -5.31 1.14 0.4387
H -4.52 -5.34 2.97 0.4064
H -2.28 -4.34 2.55 0.4606
H -1.01 -1.62 -5.25 0.4761
H 0.44 -0.98 -7.17 0.4377
H 2.87 -0.68 -6.83 0.4425
H 3.86 -0.99 -4.60 0.4154
N 1.97 -0.37 4.36 -0.2551
C 0.82 -0.77 4.96 -0.0247
O 0.72 -0.96 6.15 -0.6239
C -0.36 -0.98 4.04 0.6341
C -1.63 -0.81 4.57 -0.3402
C -2.73 -0.99 3.75 -0.9022
C -2.51 -1.35 2.42 -0.5574
N -1.30 -1.57 1.92 0.6041
C -0.24 -1.39 2.72 -0.6481
H 2.75 -0.17 4.97 0.2474
H 1.99 0.05 3.44 0.1019
H -1.73 -0.52 5.61 0.5066
H -3.73 -0.85 4.12 0.5061
H -3.35 -1.46 1.74 0.6018
H 0.73 -1.60 2.29 0.7348
C 4.94 2.49 2.16 -0.5631
C 3.80 3.06 2.72 -0.6356
C 2.54 2.75 2.21 -0.2815
C 2.42 1.89 1.13 0.1342
C 3.57 1.34 0.56 -0.4708
C 4.82 1.64 1.07 -0.5119
Sb 0.51 1.24 0.35 0.9644
C -0.68 2.81 1.20 -0.0762
C -1.40 2.52 2.35 -0.1107
C -2.20 3.48 2.94 -0.5613
C -2.29 4.74 2.38 -0.5534
C -1.57 5.04 1.23 -0.7063
C -0.78 4.07 0.63 -0.1135
C 0.82 2.06 -1.61 0.4174
C 1.69 3.13 -1.85 -0.3015
C 1.87 3.59 -3.15 -0.6854
C 1.21 2.99 -4.21 -0.8144
C 0.36 1.92 -3.98 -0.4093
C 0.15 1.47 -2.68 -0.8645
H 5.91 2.72 2.57 0.3851
H 3.89 3.74 3.56 0.4122
H 1.66 3.20 2.65 0.4243
H 3.48 0.68 -0.30 0.2844
H 5.71 1.22 0.62 0.4033
H -1.33 1.53 2.79 0.1289
H -2.76 3.24 3.84 0.4350
H -2.92 5.50 2.84 0.3790
H -1.65 6.03 0.79 0.4060
H -0.24 4.31 -0.28 0.3610
H 2.22 3.58 -1.03 0.4974
H 2.54 4.42 -3.33 0.4262
H 1.36 3.35 -5.22 0.4228
H -0.16 1.44 -4.80 0.5534
H -0.54 0.65 -2.49 0.4582
```

The calculation puts the highest occupied orbital energy at -10.44 eV. As for the net charge: +1. As for the frontier orbital gap: 0.27258 Ha. The calculation puts the total energy at -3806.3654 hartree.

=====

Record 4
C38H32N8OPd | wB97M-V/def2-TZVPD

The geometry in XYZ format:
```
80
Properties=species:S:1:pos:R:3:mulliken_charge:R:1
Pd 1.29 -0.07 0.01 -0.1083
C 1.77 -1.79 -2.36 -0.9463
N 0.83 -0.67 -2.22 0.6094
C -0.58 -1.05 -2.25 -1.3750
C -1.11 -1.48 -0.90 0.9765
C -2.21 -2.32 -0.78 -1.2038
C -2.70 -2.63 0.47 -0.3735
C -2.08 -2.11 1.60 -0.9803
C -0.98 -1.30 1.42 -0.3833
N -0.51 -0.99 0.20 0.3715
C 1.14 0.58 -2.89 -1.9574
C 1.03 1.83 -1.99 1.8536
C 1.48 3.01 -2.57 -1.7945
C 1.85 4.27 -1.97 -0.5399
C 2.42 4.39 0.23 -0.8073
C 2.16 2.96 0.62 -0.9363
N 0.55 1.68 -0.77 -0.7313
C 2.08 -2.56 -1.06 1.0072
C 2.44 -3.89 -1.14 -1.0346
C 2.79 -4.58 0.01 -0.4484
C 2.78 -3.92 1.23 -0.8824
C 2.39 -2.59 1.25 -0.5926
N 2.06 -1.93 0.14 0.5853
H 1.39 -2.52 -3.08 0.4428
H 2.71 -1.42 -2.76 0.5162
H -1.17 -0.20 -2.57 0.4607
H -0.75 -1.85 -2.98 0.5693
H -2.66 -2.73 -1.68 0.5379
H -3.56 -3.28 0.57 0.4669
H -2.44 -2.34 2.59 0.4771
H -0.44 -0.88 2.26 0.6100
H 2.16 0.55 -3.26 0.5314
H 0.50 0.73 -3.77 0.5393
H 1.67 2.96 -3.64 0.4712
H 1.91 5.02 -2.75 0.7952
H 2.74 5.05 1.03 0.6674
H 2.30 2.74 1.67 0.7068
H 2.45 -4.40 -2.10 0.5349
H 3.07 -5.63 -0.04 0.4726
H 3.05 -4.42 2.15 0.4804
H 2.35 -2.04 2.18 0.4847
C 5.67 12.47 -1.98 -0.6397
O 4.47 11.90 -1.44 -0.3113
C 4.12 10.66 -1.47 1.1867
C 4.88 9.60 -2.05 -0.6476
C 4.43 8.32 -1.95 -0.7878
C 3.21 8.03 -1.28 0.3769
C 2.44 9.08 -0.75 -0.5645
C 2.87 10.37 -0.84 -0.7593
C 2.82 6.62 -1.12 0.3473
N 3.73 5.70 -1.29 -0.7089
C 3.28 4.38 -1.04 2.0339
C 1.26 4.88 -0.65 0.8407
N 1.50 6.31 -0.79 -0.2071
C 0.14 4.15 -0.04 -0.1099
C -0.97 4.67 0.59 -0.9627
C -1.55 3.94 1.62 -0.6168
C -0.98 2.69 2.03 -0.4037
N -0.02 2.11 1.41 -0.4922
C 0.62 2.72 0.27 2.3049
C 3.16 2.20 -0.22 0.3798
N 3.25 0.87 -0.23 -0.1446
C 4.29 0.34 -0.89 -0.5383
C 5.20 1.11 -1.60 -1.0339
C 5.01 2.49 -1.72 -0.4944
C 3.96 3.05 -1.01 -0.5635
H 5.38 13.38 -2.49 0.2721
H 6.21 11.80 -2.64 0.3226
H 6.30 12.76 -1.14 0.3025
H 5.81 9.80 -2.58 0.3008
H 5.00 7.51 -2.38 0.4727
H 1.51 8.88 -0.23 0.4124
H 2.29 11.19 -0.43 0.4971
H 0.75 6.95 -1.02 0.5153
H -1.33 5.66 0.37 0.5487
H -2.41 4.34 2.14 0.5181
H -1.40 2.17 2.89 0.5477
H 4.40 -0.74 -0.85 0.6182
H 6.03 0.63 -2.09 0.4938
H 5.67 3.08 -2.34 0.6213
```

The calculation puts the highest occupied orbital energy (alpha / beta) at -17.20 / -17.28 eV. As for the net charge: +4. As for the frontier orbital gap (alpha / beta): 0.11489 / 0.11920 Ha. The calculation puts the total energy at -2106.8391 hartree.

=====

Record 5
C38H33Cl2F6N4ORuS7Sb | wB97M-V/def2-TZVPD

The geometry in XYZ format:
```
93
Properties=species:S:1:pos:R:3:mulliken_charge:R:1
Ru -0.35 0.57 0.18 0.1987
S 0.05 6.26 4.36 -0.1557
C 0.67 5.84 5.90 -0.3802
C 1.11 4.55 5.94 -0.6930
C 0.94 3.89 4.71 -0.3465
C 0.37 4.68 3.74 0.0895
C 0.07 4.33 2.36 0.5960
C 0.02 2.97 2.00 -0.3572
N -0.24 2.56 0.77 1.4027
C -0.38 3.48 -0.20 -1.0442
C -0.41 4.85 0.05 0.3823
C -0.58 5.74 -1.07 -1.1876
C -0.65 5.27 -2.33 -1.2755
C -0.53 3.86 -2.61 0.5707
C -0.52 3.31 -3.89 -0.5261
C -0.38 1.94 -4.06 -0.0021
C -0.24 1.15 -2.90 -0.8496
N -0.22 1.66 -1.68 1.5209
C -0.39 2.99 -1.53 -0.0485
C -0.36 1.30 -5.37 0.5119
C -0.39 1.90 -6.60 -0.5731
C -0.34 0.97 -7.67 -0.6431
C -0.28 -0.32 -7.24 -0.4515
S -0.28 -0.42 -5.54 -0.0266
C -0.20 5.27 1.37 -0.8671
H 0.68 6.58 6.69 0.4563
H 1.54 4.10 6.82 0.4161
H 1.25 2.87 4.54 0.4284
H 0.19 2.20 2.74 -0.0112
H -0.64 6.81 -0.87 0.5098
H -0.77 5.95 -3.16 0.4986
H -0.63 3.96 -4.75 0.5133
H -0.15 0.08 -2.97 0.4724
H -0.43 2.97 -6.76 0.4074
H -0.36 1.25 -8.72 0.4305
H -0.24 -1.22 -7.83 0.4564
H -0.20 6.32 1.61 0.5427
C -0.63 -0.34 5.15 -0.5836
S -0.81 -2.03 4.52 0.0890
C -2.12 -1.98 3.40 0.4610
C -2.46 -1.00 2.45 -0.4546
S -1.61 0.49 2.20 -0.1331
S -3.88 -1.31 1.57 0.0868
C -4.22 -2.89 2.17 0.0752
S -5.45 -3.80 1.64 -0.0369
S -3.13 -3.36 3.43 -0.0073
H -0.09 -0.47 6.09 0.4584
H -1.59 0.11 5.35 0.3862
H -0.04 0.28 4.47 -0.1505
N -3.77 -0.63 -1.94 0.0699
C -4.25 0.60 -1.56 -1.0926
C -3.27 1.16 -0.81 -0.8860
N -2.21 0.29 -0.74 2.4136
C -2.54 -0.79 -1.43 -1.4169
H -4.26 -1.31 -2.50 0.2787
H -5.23 0.95 -1.83 0.4715
H -3.25 2.11 -0.30 0.4892
H -1.94 -1.67 -1.58 0.6918
C 7.48 0.11 3.57 -1.5092
C 6.16 0.37 2.90 0.6127
C 5.98 1.51 2.11 -1.0507
C 4.77 1.76 1.48 1.2187
C 4.63 3.02 0.67 -1.4646
C 3.71 0.84 1.66 -0.3375
C 2.50 1.10 0.96 0.2835
O 1.44 0.44 1.09 -0.3362
C 3.87 -0.32 2.47 1.1087
C 2.79 -1.34 2.70 -0.9777
C 5.10 -0.52 3.07 -1.1576
H 8.26 0.76 3.19 0.3828
H 7.78 -0.92 3.43 0.3877
H 7.38 0.28 4.64 0.3372
H 6.80 2.20 1.98 0.3749
H 5.56 3.58 0.69 0.4003
H 3.85 3.67 1.06 0.3032
H 4.40 2.81 -0.38 0.2087
H 2.49 1.95 0.27 0.3653
H 2.47 -1.79 1.76 0.1229
H 1.90 -0.90 3.15 -0.0424
H 3.16 -2.13 3.35 0.5278
H 5.25 -1.40 3.68 0.4217
F -0.43 -1.57 0.21 0.1309
Sb -0.28 -3.58 0.13 2.0290
F -0.48 -3.29 -1.72 -0.5942
F 1.57 -3.33 0.03 -0.5574
F -0.22 -5.43 0.02 -0.4996
F -0.20 -3.48 2.01 -0.5341
F -2.17 -3.53 0.26 -0.5402
Cl 3.82 0.83 -2.15 -0.1062
C 2.91 -0.42 -3.01 -0.4340
Cl 1.72 -1.21 -1.98 0.1281
H 3.61 -1.18 -3.36 0.4715
H 2.40 0.05 -3.85 0.1505
```

The calculation puts the highest occupied orbital energy (alpha / beta) at -12.46 / -12.47 eV. As for the net charge: +2. As for the frontier orbital gap (alpha / beta): 0.14922 / 0.14968 Ha. The calculation puts the total energy at -6403.8176 hartree.